Formula: C10H16
Source: the OMol25 dataset
Level of theory: ωB97M-V/def2-TZVPD

Output
* HOMO energy: -8.8598 eV
* SMILES: Cc1ccccc1.CCC
* maximum force: 7.51 eV/Å
* ΔE to the lowest compared entry with this formula, charge and spin: 52.03 kcal/mol
* HOMO-LUMO gap: 9.842 eV
* spin multiplicity: 1
* molar mass: 136.2 g/mol

The geometry in XYZ format:
```
26
C10H16 ωB97M-V/def2-TZVPD
C 0.97752 1.66552 -2.61699
C -0.20030 1.41373 -3.36549
C 2.15816 0.76066 -2.68620
H 1.39325 2.79748 -2.63671
H 0.72021 1.83613 -1.57602
H -0.90523 0.74764 -2.84259
H 1.95533 -0.26617 -2.53386
H -0.08117 0.97742 -4.32200
H -0.71840 2.35733 -3.66917
H 2.57708 0.89022 -3.66361
H 2.91807 1.24402 -2.04104
C 0.77684 -2.22928 2.91270
C -1.14939 -0.00161 0.65133
C -2.11353 0.34366 1.53479
C -0.17741 -0.92301 1.02545
C -0.20400 -1.46771 2.34019
C -2.20480 -0.19632 2.78730
C -1.31832 -1.22011 3.11604
H -1.16996 0.34518 -0.45680
H -2.87196 1.10670 1.12196
H 0.64737 -1.04003 0.31876
H -3.04874 0.04951 3.32498
H 1.59343 -1.56962 3.27354
H 1.26673 -3.00232 2.16999
H -1.47802 -1.83895 4.03308
H 0.65724 -2.78009 3.80035
```

Formula: C10H16
Source: the OMol25 dataset
Level of theory: ωB97M-V/def2-TZVPD

Output
* HOMO energy: -8.9841 eV
* SMILES: Cc1ccccc1.CCC
* maximum force: 3.10 eV/Å
* ΔE to the lowest compared entry with this formula, charge and spin: 25.22 kcal/mol
* HOMO-LUMO gap: 10.028 eV
* spin multiplicity: 1
* molar mass: 136.2 g/mol

The geometry in XYZ format:
```
26
C10H16 ωB97M-V/def2-TZVPD
C 0.41046 1.51377 -1.08904
C -0.14496 0.47646 -2.08633
C 1.86365 1.78058 -1.39522
H -0.12991 2.42377 -1.39719
H 0.27978 1.23683 -0.05763
H 0.51020 -0.41355 -2.10214
H 2.23704 1.97977 -2.40637
H 0.11946 0.67201 -3.13669
H -1.15296 0.19352 -1.81947
H 2.15264 2.73594 -0.93973
H 2.54585 1.00008 -1.04449
C -2.41485 0.33653 1.12125
C -1.13676 -0.47397 1.25249
C -0.11813 -0.34346 2.20542
C -0.98551 -1.43351 0.23560
C 1.01431 -1.13052 2.17294
C 0.18640 -2.18258 0.13715
C 1.17024 -1.98641 1.08576
H -2.69157 0.38906 0.07385
H -2.29294 1.35160 1.48754
H -0.27120 0.47543 2.91277
H -1.85820 -1.76323 -0.32260
H 1.69581 -1.21235 3.00557
H 0.20483 -2.87704 -0.69229
H 2.03445 -2.64273 1.08649
H -3.22811 -0.10601 1.71237
```

Formula: C10H16
Source: the OMol25 dataset
Level of theory: ωB97M-V/def2-TZVPD

Output
* HOMO energy: -8.9067 eV
* SMILES: CCc1ccccc1.CC
* maximum force: 2.72 eV/Å
* ΔE to the lowest compared entry with this formula, charge and spin: 24.23 kcal/mol
* HOMO-LUMO gap: 9.899 eV
* spin multiplicity: 1
* molar mass: 136.2 g/mol

The geometry in XYZ format:
```
26
C10H16 ωB97M-V/def2-TZVPD
C 0.00443 1.29037 2.22114
C 0.24113 0.66082 3.59394
C -0.72153 0.39048 1.14593
C -1.30625 -0.80159 1.48870
C -0.66829 0.91102 -0.15960
C -1.80159 -1.58570 0.45232
C -1.11533 0.07645 -1.17040
C -1.76960 -1.11553 -0.86862
H -0.70724 2.08948 2.29083
H 0.95037 1.62212 1.82613
H 1.11749 0.00424 3.62174
H -1.27653 -1.23427 2.48473
H -0.12313 1.83922 -0.21255
H -2.09938 -2.58519 0.71072
H -0.80150 0.07332 -2.22971
H -2.18151 -1.76294 -1.63327
H -0.59611 0.06341 3.95950
H 0.42871 1.43571 4.32192
C 2.45001 0.54736 -3.39623
C 2.85919 -0.75631 -2.78376
H 1.57999 0.50427 -4.06024
H 2.43629 1.32336 -2.61633
H 3.21100 0.83817 -4.15474
H 2.19610 -0.94302 -1.93394
H 3.82096 -0.61527 -2.28666
H 2.85808 -1.58966 -3.50401
```

Formula: C10H16
Source: the OMol25 dataset
Level of theory: ωB97M-V/def2-TZVPD

Output
* HOMO energy (alpha / beta): -14.5394 / -14.7013 eV
* maximum force: 1.40 eV/Å
* ΔE to the lowest compared entry with this formula, charge and spin: 1.81 kcal/mol
* net charge: +1
* HOMO-LUMO gap (alpha / beta): 10.309 / 6.667 eV
* spin multiplicity: 2
* molar mass: 136.2 g/mol

The geometry in XYZ format:
```
26
C10H16 ωB97M-V/def2-TZVPD
C -1.89564 -1.46046 1.13849
C -2.78651 -1.84178 -0.02969
H -2.02730 -2.08511 2.02726
H -0.83636 -1.62925 0.89615
H -1.93070 -0.42427 1.48091
H -2.98506 -2.90367 -0.15457
H -3.72552 -1.30869 0.06210
H -2.33281 -1.50934 -0.96179
C 2.10760 -0.46462 0.53028
C 3.30143 0.52905 0.39275
C 0.90867 0.21386 -0.00960
C 0.27710 1.24751 0.72677
C 0.53647 -0.02577 -1.37389
C -0.59997 2.07436 0.09438
C -0.41258 0.74054 -1.98198
C -0.96897 1.81628 -1.25079
H 2.29450 -1.40474 0.02865
H 1.97319 -0.65393 1.58458
H 3.65415 0.50264 -0.63730
H 0.55573 1.53547 1.73390
H 1.02105 -0.78996 -1.96047
H -0.89769 2.99849 0.57280
H -0.65734 0.59921 -3.02330
H -1.72509 2.45257 -1.70013
H 4.10802 0.25977 1.07365
H 3.04363 1.53182 0.74082
```

Formula: C10H16AsMoN5O6S
Source: the OMol25 dataset
Level of theory: ωB97M-V/def2-TZVPD

Output
* HOMO energy: -22.3346 eV
* maximum force: 0.13 eV/Å
* ΔE to the lowest compared entry with this formula, charge and spin: 0.00 kcal/mol
* net charge: +4
* HOMO-LUMO gap: 6.282 eV
* spin multiplicity: 1
* molar mass: 505.2 g/mol

The geometry in XYZ format:
```
40
C10H16AsMoN5O6S ωB97M-V/def2-TZVPD
Mo 0.07682 -0.93253 1.02430
C -3.70782 1.93480 0.74818
N -2.89415 1.98790 1.98815
C -3.32790 2.92872 3.05683
C -1.83257 1.25287 2.10608
N -1.34260 0.48710 1.09747
N -1.11395 1.32865 3.30703
C -0.18327 0.45930 3.74437
N 0.37041 0.58471 4.91226
N 0.13517 -0.61721 2.93423
H -4.67629 2.37563 0.96064
H -3.86817 0.90009 0.44833
H -3.22608 2.51663 -0.04037
H -4.18400 3.48452 2.68977
H -2.54071 3.65404 3.27283
H -3.63511 2.37423 3.94464
H -1.76229 0.71021 0.19831
H -1.38095 2.08238 3.93345
H 0.12001 1.32032 5.56941
H 1.10561 -0.04517 5.22376
H 0.17683 -1.48875 3.47586
O 0.37935 -4.18263 -4.12954
As 0.53547 -3.07723 -2.88100
O -0.30733 -3.08066 -1.53567
O -0.55283 -2.41947 1.02213
C 1.87649 -1.85847 -3.31616
C 2.55839 -2.16569 -4.48686
C 3.62736 -1.36592 -4.91626
C 3.99915 -0.26891 -4.17503
C 3.30665 0.06634 -2.99957
C 2.25071 -0.71185 -2.54738
S 1.54636 -0.04588 -1.08446
O 2.02788 1.25543 -0.85736
O 1.81968 -0.97830 0.17739
O 0.03307 -0.20751 -0.97458
H -0.26558 -4.91549 -4.03477
H 2.27840 -3.02732 -5.08095
H 4.14763 -1.62382 -5.83059
H 4.82343 0.35849 -4.49138
H 3.60673 0.95043 -2.45349
```